12
Properties=species:S:1:pos:R:3 method="wB97M-V/def2-TZVPD" homo_lumo_gap_ev=7.949 max_force_ev_per_a=2.23 lumo_energy_ha=0.026 de_lowest_kj_mol=330.5 homo_energy_ev=-7.24 total_energy_ha=-265.40967
N 0.429 -0.295 1.056
N -0.952 1.655 1.132
C -0.340 0.258 -0.969
C 1.062 -1.096 0.147
C 0.630 -0.794 -1.110
C -0.390 0.680 0.442
H -1.501 2.224 0.485
H 1.738 -1.876 0.475
H -0.827 0.776 -1.786
H 0.595 -0.252 2.046
H -1.390 -0.004 0.108
H 0.947 -1.276 -2.027

---

134
Properties=species:S:1:pos:R:3 method="wB97M-V/def2-TZVPD" total_charge=-1 homo_lumo_gap_ev=7.384 max_force_ev_per_a=2.32 lumo_energy_ha=0.080 de_lowest_kj_mol=0.0 homo_energy_ev=-5.22 total_energy_ha=-3183.37099
F -0.247 -7.774 -0.636
F 1.621 -7.723 0.461
F 1.643 -7.473 -1.669
O 0.190 4.524 3.478
O -2.435 -0.223 -1.570
O 4.254 1.972 2.256
O -6.696 -3.770 -4.636
O 3.246 -1.406 7.903
O 1.099 -0.607 -0.011
O 2.210 2.723 3.951
O 2.254 2.461 -5.441
O 1.097 -4.985 -1.397
O 2.104 1.287 -0.606
O 0.763 1.326 1.190
O -6.783 1.979 0.585
O -3.138 -0.882 2.248
O 2.535 -3.665 3.335
O 0.393 -5.240 0.723
O 2.016 -1.575 5.239
O -4.101 -2.770 -3.418
O 5.543 6.370 -8.783
O -6.071 -0.887 1.760
O 4.405 3.615 -6.778
C 1.864 -2.479 3.004
C 1.339 -1.149 6.395
C 4.448 2.044 3.627
C 0.952 -7.191 -0.573
C 0.894 2.363 4.271
C 1.781 -4.602 4.050
C 1.008 -3.549 -1.274
C 1.721 2.102 -4.180
C 2.317 -0.498 7.325
C 3.435 1.742 -5.699
C -5.179 -1.966 1.500
C -6.865 -0.513 0.659
C 3.180 1.814 4.412
C -7.525 0.826 0.944
C 1.151 -1.798 4.159
C -2.998 -0.765 -2.745
C 4.025 2.268 -6.984
C -1.576 0.869 -1.800
C 4.814 4.248 -7.949
C -5.532 -4.478 -4.296
C 5.842 7.729 -8.549
C -3.795 -1.982 -2.294
C 4.097 -0.775 8.804
C 0.016 3.574 4.499
C -0.413 5.754 3.827
C 4.898 5.742 -7.691
C -5.514 2.076 1.214
C 0.767 -5.676 -0.314
C -1.813 -0.461 1.943
C 5.390 1.566 1.548
C -3.798 -1.476 1.163
C -4.842 -3.937 -3.049
C -6.485 -2.462 -5.167
C -0.383 -3.037 -1.521
C 1.326 0.764 0.237
H 2.603 -1.733 2.695
H 0.853 1.802 5.221
H -1.501 5.614 3.813
H -5.218 -2.612 2.380
H -0.113 6.503 3.099
H 3.893 6.166 -7.576
H -1.203 -0.597 2.835
H 1.677 -3.173 -2.047
H -5.611 2.256 2.287
H -5.858 -5.490 -4.038
H -1.779 0.605 1.704
H -0.698 -3.431 -2.493
H 0.574 -0.382 6.192
H 1.794 -0.045 8.179
H 5.740 3.847 -8.380
H -0.396 -1.949 -1.569
H 0.785 -2.005 6.803
H 3.294 0.658 -5.732
H 6.304 8.056 -9.477
H 1.209 -2.566 2.131
H -8.473 0.934 0.414
H 4.727 -1.510 9.302
H 3.400 1.972 5.481
H 1.458 -4.200 5.021
H -2.182 -1.156 -3.369
H -1.105 -3.332 -0.759
H 5.116 1.336 0.523
H -2.118 1.723 -2.221
H 6.164 2.346 1.609
H -5.609 -3.709 -2.306
H -7.677 -1.232 0.486
H 3.588 -0.197 9.587
H 2.869 0.283 6.795
H 4.932 1.726 -7.278
H 0.826 -4.828 3.551
H 0.252 -2.370 4.446
H -6.248 -1.784 -4.343
H 4.173 1.997 -4.927
H -1.386 -1.005 1.098
H 0.491 1.671 3.524
H -4.091 -4.666 -2.727
H -1.047 3.305 4.580
H -3.189 -2.321 0.811
H 2.795 0.794 4.291
H -4.896 1.196 1.040
H -5.563 -2.574 0.672
H -4.994 2.902 0.731
H 4.782 -0.085 8.292
H 1.449 1.039 -4.155
H -6.221 -0.390 -0.221
H -0.785 0.603 -2.517
H 6.553 7.820 -7.720
H -0.089 6.077 4.823
H -7.781 0.894 2.011
H -3.559 -0.012 -3.306
H -4.692 -1.639 -1.755
H -3.926 -0.728 0.368
H 4.975 2.946 3.973
H 2.355 -5.512 4.186
H 3.269 2.147 -7.772
H 1.394 -3.218 -0.309
H 5.455 5.982 -6.774
H -3.246 -2.529 -1.520
H 0.783 2.633 -4.026
H 4.957 8.324 -8.302
H 5.126 1.246 3.989
H -1.041 1.144 -0.892
H 1.817 -0.615 -0.677
H 0.714 -0.859 3.788
H 0.288 3.986 5.485
H 4.067 4.168 -8.755
H -5.661 -2.458 -5.881
H 5.876 0.675 1.975
H 2.388 2.312 -3.343
H -4.823 -4.587 -5.124
H -7.442 -2.158 -5.585

---

109
Properties=species:S:1:pos:R:3 method="wB97M-V/def2-TZVPD" total_charge=-1 homo_lumo_gap_ev=9.575 max_force_ev_per_a=0.87 lumo_energy_ha=0.085 de_lowest_kj_mol=68.2 homo_energy_ev=-7.26 total_energy_ha=-4542.81083
As -0.529 -0.315 0.236
F -0.641 -2.008 -0.115
F 1.212 -0.389 0.043
F -0.626 0.017 -1.480
F -0.404 -0.661 1.920
F -0.381 1.392 0.550
F -2.254 -0.170 0.317
O -0.506 4.041 1.652
O 4.831 1.755 3.272
O -2.773 0.893 -3.114
O -5.006 0.355 0.761
O -4.689 0.867 3.569
O 2.428 -2.845 0.009
O 1.968 -4.955 -1.597
O 1.057 -4.198 4.048
O 3.571 3.002 -4.030
O 0.811 -4.431 -4.104
C -2.342 3.142 -2.250
C -0.886 -3.985 2.668
C 0.391 4.675 0.718
C -6.955 1.465 0.027
C -5.442 1.503 0.024
C 1.566 2.563 -2.828
C 1.207 -5.832 -0.794
C 4.387 -1.438 0.062
C -3.294 0.551 3.571
C -2.183 2.153 -3.387
C -0.958 -2.870 -3.575
C -0.213 -5.306 -0.623
C 3.062 2.414 -2.817
C 3.551 0.964 -2.714
C -2.727 0.980 4.909
C 2.746 0.500 2.986
C 4.201 0.475 3.427
C -4.862 2.776 0.633
C 3.657 -2.632 0.663
C 1.479 -2.156 -3.559
C 0.415 -3.060 -4.188
C 0.434 6.143 1.069
C 1.759 4.002 0.792
C 0.620 -3.806 2.744
H -0.188 -4.257 -0.333
H 2.256 -0.411 3.344
H 0.390 -2.859 -5.263
H 2.191 1.372 3.331
H -0.734 -5.413 -1.578
H -5.022 0.678 2.679
H -7.319 0.609 -0.546
H -7.329 1.294 1.040
H 2.445 -2.493 -3.926
H 0.858 -2.755 2.553
H -3.162 -0.528 3.422
H 1.108 2.106 -3.705
H -5.289 2.967 1.618
H 1.114 2.100 -1.946
H 4.527 3.067 -3.949
H 4.401 2.380 3.863
H -1.954 4.128 -2.512
H -5.099 1.431 -1.015
H -0.936 -3.140 -2.518
H -3.783 2.646 0.749
H -1.157 -5.040 2.759
H 1.183 -6.805 -1.290
H -2.806 1.039 2.721
H -0.445 6.690 0.722
H 1.936 3.654 1.811
H -1.637 0.962 4.855
H 4.789 -0.150 2.756
H -3.114 1.958 5.184
H -0.624 3.140 1.327
H -3.380 3.220 -1.923
H 0.483 6.336 2.144
H 4.595 0.970 -2.394
H 1.811 3.125 0.144
H 2.651 0.470 1.901
H -1.124 1.989 -3.604
H 2.590 4.660 0.528
H -1.776 2.787 -1.382
H -7.379 2.379 -0.388
H 1.905 -2.034 -0.064
H 2.959 0.406 -1.987
H -1.271 -1.820 -3.627
H 1.259 3.609 -2.770
H 5.343 -1.252 0.558
H 1.274 -1.117 -3.829
H -1.710 -3.439 -4.120
H 3.472 0.475 -3.684
H 2.090 -4.135 -1.086
H -3.022 0.272 5.686
H 4.588 -1.596 -0.998
H -0.063 4.548 -0.269
H -0.806 -5.890 0.085
H 1.698 -6.008 0.171
H 1.765 -3.615 4.326
H 1.139 -4.388 1.977
H -5.025 3.632 -0.024
H 1.416 -2.201 -2.469
H 4.292 0.100 4.449
H -4.081 0.211 0.537
H -2.204 0.463 -2.463
H -1.297 -3.602 1.737
H -2.642 2.525 -4.305
H 1.315 6.621 0.634
H -1.320 -3.472 3.527
H 1.194 -4.604 -3.230
H 3.761 -0.559 0.208
H 3.506 -2.439 1.736
H 4.236 -3.553 0.597
H 3.481 2.988 -1.982